(1)
{"formula": "C6H8N2S", "method": "ωB97M-V with the def2-TZVPD basis set", "elements": ["C", "C", "C", "N", "C", "C", "C", "S", "N", "H", "H", "H", "H", "H", "H", "H", "H"], "positions_angstrom": [[-2.730, -0.815, 0.256], [-1.261, -0.329, 0.253], [-0.991, 1.036, 0.358], [0.317, 1.522, 0.055], [1.368, 0.680, -0.010], [2.679, 1.290, -0.457], [1.103, -0.817, 0.049], [2.266, -1.987, 0.168], [-0.255, -1.248, 0.136], [-3.480, -0.047, 0.282], [-2.920, -1.596, 0.942], [-2.906, -1.409, -0.678], [-1.900, 1.646, 0.496], [3.442, 0.427, -0.364], [2.974, 2.177, 0.079], [2.788, 1.698, -1.482], [-0.494, -2.227, -0.085]], "molar_mass_g_mol": 140.211, "lumo_energy_ev": -0.3, "homo_lumo_gap_ev": 7.683, "homo_ev": -7.98, "smiles": "Cc1cnc(C)c(=S)[nH]1"}

(2)
{"formula": "C6H8N2S", "method": "ωB97M-V with the def2-TZVPD basis set", "elements": ["C", "C", "C", "C", "C", "C", "N", "N", "S", "H", "H", "H", "H", "H", "H", "H", "H"], "positions_angstrom": [[-2.763, 0.049, -0.970], [-1.533, -0.535, -1.008], [-2.126, -0.096, 1.050], [1.385, 1.603, 0.106], [1.907, 0.444, 0.346], [0.026, -1.201, 0.792], [-3.115, 0.316, 0.317], [-1.120, -0.638, 0.298], [0.722, -2.629, 0.033], [-3.418, 0.293, -1.781], [-0.937, -0.881, -1.829], [-2.080, -0.054, 2.119], [1.956, 2.504, -0.111], [0.311, 1.761, 0.106], [2.853, -0.036, 0.421], [0.112, -1.240, 1.867], [0.780, -2.143, -1.212]], "molar_mass_g_mol": 140.211, "lumo_energy_ev": [-0.1, 0.1], "homo_lumo_gap_ev": [8.063, 7.852], "homo_ev": [-8.19, -7.72]}

(3)
{"formula": "C6H8N3O", "method": "ωB97M-V with the def2-TZVPD basis set", "elements": ["C", "C", "C", "C", "C", "C", "N", "N", "N", "O", "H", "H", "H", "H", "H", "H", "H", "H"], "positions_angstrom": [[0.481, -1.716, 1.040], [0.700, 0.734, -0.994], [-3.221, 0.369, 2.741], [-4.085, 1.309, 2.619], [3.199, -0.500, -2.531], [2.695, -0.560, -1.298], [-0.416, -1.167, 1.474], [0.046, 1.722, -1.065], [1.438, -0.209, -0.833], [-2.295, -0.290, 2.893], [-3.623, 2.219, 2.528], [-5.144, 1.209, 2.728], [-0.706, 1.968, -1.653], [1.266, -2.270, 0.504], [2.524, -0.348, -3.284], [4.140, -0.664, -2.768], [3.278, -0.871, -0.399], [-1.258, -0.954, 1.961]], "molar_mass_g_mol": 138.150, "charge": 1, "lumo_energy_ev": -4.1, "homo_lumo_gap_ev": 8.447, "homo_ev": -12.53}

(4)
{"formula": "C6H8N3O2P3", "method": "ωB97M-V with the def2-TZVPD basis set", "elements": ["C", "C", "C", "C", "C", "C", "N", "N", "N", "O", "O", "P", "P", "P", "H", "H", "H", "H", "H", "H", "H", "H"], "positions_angstrom": [[-3.780, -0.427, 0.793], [-2.698, -0.810, 1.564], [-3.565, 0.194, -0.425], [-1.407, -0.554, 1.140], [-2.281, 0.466, -0.854], [-1.192, 0.105, -0.064], [4.706, -0.965, -0.021], [2.211, -0.827, -0.868], [2.226, 1.599, -0.434], [1.989, 2.780, 0.285], [0.040, 0.419, -0.533], [5.102, 0.427, 0.436], [3.331, -1.919, -0.267], [1.503, 0.276, 0.262], [-4.788, -0.608, 1.138], [-2.858, -1.313, 2.506], [-4.402, 0.465, -1.050], [-0.559, -0.852, 1.740], [-2.097, 0.954, -1.799], [2.280, -0.482, -1.823], [2.458, 3.466, -0.210], [3.782, -2.396, -1.516]], "molar_mass_g_mol": 247.071, "lumo_energy_ev": [-0.5, -1.1], "homo_lumo_gap_ev": [8.104, 6.044], "homo_ev": [-8.58, -7.15]}

(5)
{"formula": "C6H8N3O3S", "method": "ωB97M-V with the def2-TZVPD basis set", "elements": ["C", "O", "N", "C", "N", "C", "O", "O", "C", "C", "N", "C", "S", "H", "H", "H", "H", "H", "H", "H", "H"], "positions_angstrom": [[-1.995, -1.794, -1.039], [-2.223, -0.565, -0.566], [-1.177, -0.101, 0.296], [-0.891, 1.200, 0.250], [0.147, 1.691, 0.950], [0.600, 3.202, 0.772], [0.239, 3.663, -0.238], [1.293, 3.548, 1.706], [0.863, 0.752, 1.743], [0.133, -0.508, 1.805], [0.027, -1.568, 2.243], [2.289, 0.486, 1.087], [2.176, 0.395, -0.756], [-2.769, -2.072, -1.685], [-1.997, -2.576, -0.214], [-0.994, -1.752, -1.492], [-1.664, 1.839, -0.180], [1.016, 1.198, 2.797], [2.965, 1.436, 1.325], [2.612, -0.480, 1.433], [1.602, 1.580, -1.057]], "molar_mass_g_mol": 202.215, "charge": -1, "lumo_energy_ev": 3.2, "homo_lumo_gap_ev": 8.042, "homo_ev": -4.83, "smiles": "CO/N=C/N(C(=O)[O-])[C@@H](C#N)CS"}

(6)
{"formula": "C6H8N3OS", "method": "ωB97M-V with the def2-TZVPD basis set", "elements": ["C", "C", "C", "C", "C", "C", "N", "N", "N", "O", "S", "H", "H", "H", "H", "H", "H", "H", "H"], "positions_angstrom": [[0.742, 1.843, 0.580], [-0.679, 0.125, 1.149], [1.527, -0.414, 0.090], [-1.330, -0.908, -1.417], [-2.534, -0.819, -0.589], [2.864, 0.255, -0.283], [0.890, 2.974, 0.585], [-1.240, 0.735, 2.068], [0.471, 0.524, 0.507], [1.283, -1.561, 0.031], [-1.130, -1.543, 0.379], [-1.153, -1.703, -2.068], [-0.695, -0.088, -1.733], [-2.757, 0.117, -0.071], [-3.389, -1.509, -0.555], [3.604, -0.451, 0.031], [2.735, 0.464, -1.411], [2.876, 1.268, 0.192], [-2.084, 0.693, 2.514]], "molar_mass_g_mol": 170.217, "charge": 1, "lumo_energy_ev": -4.4, "homo_lumo_gap_ev": 10.171, "homo_ev": -14.56}